This record from the Open Molecules 2025 dataset describes a structure of composition C27H30BrF15NO7PS2Ti. The level of theory is ωB97M-V with the def2-TZVPD basis set.

Last column: Löwdin spin population.
Atoms and positions in Å:
1 Ti -0.421 1.441 -1.246  0.910
2 C -2.428 2.796 -2.193  0.001
3 C -1.368 3.555 -2.534  -0.001
4 C -1.350 4.717 -1.627  -0.002
5 C -2.419 4.628 -0.744  0.000
6 C -3.103 3.470 -1.061  0.000
7 H -2.816 1.964 -2.761  0.000
8 H -0.756 3.429 -3.413  0.001
9 H -0.618 5.509 -1.655  0.000
10 H -2.641 5.301 0.063  0.000
11 H -3.973 3.087 -0.551  0.000
12 C 1.285 -4.093 3.528  0.000
13 C 2.103 -3.384 2.449  0.000
14 C 3.215 -2.569 3.121  0.000
15 P 1.284 -2.299 1.151  0.000
16 C -0.285 -1.610 1.860  0.000
17 C -1.445 -2.531 2.227  0.000
18 C 0.054 -0.653 3.006  0.000
19 C 0.667 -3.549 -0.091  0.001
20 C 0.281 -4.949 0.387  0.000
21 C 1.701 -3.663 -1.216  0.002
22 H 1.938 -4.741 4.125  0.000
23 H 0.488 -4.713 3.121  0.000
24 H 0.830 -3.375 4.212  0.000
25 H 2.595 -4.153 1.838  0.000
26 H 2.797 -1.741 3.699  0.000
27 H 3.889 -2.136 2.382  0.000
28 H 3.800 -3.193 3.805  0.000
29 H -0.625 -0.993 1.019  0.000
30 H -1.212 -3.194 3.062  0.000
31 H -1.762 -3.137 1.377  0.000
32 H -2.303 -1.919 2.521  0.000
33 H 0.401 -1.191 3.893  0.000
34 H -0.826 -0.072 3.289  0.000
35 H 0.833 0.054 2.715  0.000
36 H -0.233 -3.084 -0.511  0.000
37 H 1.165 -5.519 0.689  0.000
38 H -0.199 -5.500 -0.428  0.000
39 H -0.416 -4.934 1.223  0.000
40 H 2.563 -4.249 -0.876  0.000
41 H 2.063 -2.685 -1.531  0.000
42 H 1.280 -4.166 -2.092  0.001
43 F 2.504 3.391 1.057  0.000
44 C 2.521 3.860 -0.191  0.000
45 F 1.457 4.654 -0.351  0.000
46 F 3.618 4.658 -0.279  0.000
47 C 2.521 2.720 -1.289  -0.001
48 O 1.286 2.393 -1.668  -0.005
49 C 3.258 3.278 -2.559  0.000
50 F 4.579 3.510 -2.409  0.000
51 F 3.128 2.437 -3.588  0.000
52 F 2.691 4.450 -2.927  0.000
53 C 3.299 1.483 -0.745  0.000
54 F 4.567 1.808 -0.380  0.000
55 F 2.704 0.954 0.312  0.000
56 F 3.391 0.540 -1.692  0.000
57 Br -4.230 2.381 6.295  0.003
58 C -3.369 2.177 4.597  0.016
59 C -2.211 2.928 4.315  -0.002
60 C -1.589 2.787 3.101  0.012
61 C -2.109 1.876 2.118  -0.004
62 C -3.303 1.138 2.431  0.012
63 C -3.915 1.287 3.650  -0.002
64 C -1.459 1.706 0.884  0.041
65 O -1.924 0.882 -0.040  -0.008
66 O -0.372 2.351 0.557  -0.004
67 H -1.817 3.612 5.057  0.000
68 H -0.699 3.355 2.868  0.001
69 H -3.707 0.460 1.691  0.001
70 H -4.812 0.727 3.885  0.000
71 F -0.431 -4.483 -4.164  0.120
72 C -1.364 -3.772 -3.574  0.586
73 F -2.356 -3.575 -4.391  0.113
74 F -1.782 -4.413 -2.514  0.114
75 S -0.195 -1.086 -2.205  0.028
76 O 0.392 -0.380 -0.964  0.014
77 O -1.585 -1.473 -1.931  0.040
78 N -0.359 0.461 -3.143  0.001
79 S -0.922 0.126 -4.573  0.002
80 O -0.592 -1.215 -4.996  0.009
81 O -2.252 0.605 -4.855  0.001
82 C 0.153 1.162 -5.674  0.001
83 F 0.109 0.664 -6.922  0.000
84 F 1.422 1.184 -5.290  0.000
85 F -0.279 2.436 -5.733  0.000

Cartesian forces (eV/Å) of the 2 atoms listed first:
Ti 0.76 2.16 -2.31
C -2.96 -0.54 2.35

Its expectation value of S² is 2.01. As for the LUMO energy (alpha / beta): 3.390 / 3.390 eV. Its calculated total energy is -209191.852 eV. As for the charge: -2. As for the frontier orbital gap (alpha / beta): 4.52 / 4.53 eV. The value obtained for the HOMO energy (alpha / beta) is -1.1 / -1.1 eV. The spin multiplicity is 3.

=====

This record from the Open Molecules 2025 dataset describes a structure of composition C27H30BrN3O3P2Pd. The level of theory is ωB97M-V with the def2-TZVPD basis set.

Last column: natural (NBO) charge in e.
Atoms and positions in Å:
1 Pd -0.466 0.027 0.845  0.832
2 O -1.121 1.066 3.218  -0.515
3 N 0.090 0.917 2.582  -0.167
4 C 1.159 1.343 3.136  0.126
5 C 2.515 1.117 2.656  -0.038
6 C 3.528 1.448 3.549  -0.144
7 C 4.862 1.160 3.260  -0.113
8 C 5.188 0.517 2.082  -0.142
9 C 4.187 0.174 1.172  -0.133
10 C 2.856 0.485 1.442  -0.468
11 P 1.787 0.204 0.049  1.577
12 C 1.987 -1.408 -0.578  -0.549
13 C 2.222 -1.678 -1.945  -0.123
14 C 2.493 -2.973 -2.337  -0.187
15 C 2.524 -3.999 -1.397  -0.075
16 C 2.292 -3.744 -0.046  -0.227
17 C 2.030 -2.458 0.371  -0.093
18 C 1.729 1.548 -1.055  -0.523
19 C 2.363 2.750 -0.679  -0.125
20 C 2.380 3.814 -1.559  -0.193
21 C 1.772 3.692 -2.804  -0.089
22 C 1.126 2.512 -3.178  -0.143
23 C 1.090 1.444 -2.310  -0.170
24 H -1.001 1.548 4.059  0.501
25 H 1.067 1.842 4.101  0.239
26 H 3.280 1.919 4.492  0.255
27 H 5.635 1.430 3.967  0.274
28 H 6.218 0.278 1.855  0.274
29 H 4.462 -0.315 0.245  0.248
30 H 2.266 -0.881 -2.672  0.246
31 H 2.714 -3.185 -3.375  0.269
32 H 2.759 -5.007 -1.717  0.264
33 H 2.352 -4.549 0.675  0.258
34 H 1.898 -2.250 1.427  0.219
35 H 2.868 2.835 0.275  0.236
36 H 2.885 4.732 -1.290  0.267
37 H 1.804 4.524 -3.496  0.265
38 H 0.662 2.438 -4.152  0.251
39 H 0.568 0.539 -2.592  0.227
40 N -3.267 -4.854 0.368  -0.685
41 C -3.046 -3.552 1.097  -0.609
42 P -3.011 -2.193 -0.170  2.151
43 O -3.332 -2.898 -1.451  -1.129
44 O -1.723 -1.422 -0.040  -1.175
45 C -4.493 -1.096 0.088  -0.613
46 N -5.344 -1.184 -1.153  -0.685
47 H -3.457 -4.624 -0.630  0.484
48 H -4.046 -5.395 0.751  0.462
49 H -2.442 -5.457 0.396  0.456
50 H -2.104 -3.606 1.637  0.265
51 H -3.845 -3.421 1.826  0.268
52 H -4.207 -0.058 0.247  0.268
53 H -5.090 -1.419 0.939  0.268
54 H -6.332 -1.347 -0.943  0.462
55 H -4.971 -1.968 -1.730  0.485
56 H -5.294 -0.334 -1.717  0.453
57 Br -3.478 5.007 -2.106  0.223
58 C -2.611 3.620 -1.218  -0.116
59 C -2.513 2.370 -1.826  -0.149
60 C -1.864 1.317 -1.177  -0.347
61 C -1.343 1.608 0.066  0.071
62 C -1.386 2.819 0.716  -0.266
63 C -2.055 3.844 0.038  -0.182
64 H -2.924 2.215 -2.815  0.249
65 H -1.765 0.349 -1.649  0.258
66 H -0.953 3.004 1.679  0.250
67 H -2.130 4.820 0.500  0.273

Cartesian forces (eV/Å) of the 2 atoms listed first:
Pd 0.42 -0.86 0.43
O -0.05 0.12 0.07

As for the LUMO energy: -13.336 eV. Its calculated total energy is -131158.522 eV. As for the charge: +4. As for the frontier orbital gap: 5.21 eV. The value obtained for the HOMO energy is -18.5 eV.

=====

This record from the Open Molecules 2025 dataset describes a structure of composition C27H30ClIN8O4RuS2. The level of theory is ωB97M-V with the def2-TZVPD basis set.

Last column: Löwdin spin population.
Atoms and positions in Å:
1 Ru -0.104 0.037 -0.340  0.759
2 N -5.380 -2.518 -5.000  0.000
3 C -4.069 -2.329 -4.627  0.000
4 C -3.339 -1.253 -5.133  0.000
5 C -2.043 -1.024 -4.708  0.000
6 C -1.451 -1.877 -3.789  0.000
7 C -2.159 -2.971 -3.301  0.000
8 C -3.461 -3.185 -3.697  0.000
9 S 0.236 -1.638 -3.372  0.000
10 O 0.933 -2.846 -3.686  -0.001
11 O 0.631 -0.409 -4.003  0.001
12 N 0.281 -1.469 -1.732  0.008
13 C 1.193 -2.122 -0.950  -0.004
14 N 0.926 -1.729 0.320  0.061
15 C 1.699 -2.188 1.312  0.007
16 C 2.714 -3.076 1.039  0.005
17 C 2.927 -3.383 -0.305  -0.008
18 N 2.206 -2.902 -1.308  0.003
19 H -5.681 -2.092 -5.861  0.000
20 H -5.795 -3.415 -4.814  0.000
21 H -3.792 -0.590 -5.858  0.000
22 H -1.476 -0.193 -5.099  0.000
23 H -1.687 -3.660 -2.612  0.000
24 H -4.013 -4.031 -3.311  0.000
25 H 1.475 -1.824 2.303  0.000
26 H 3.330 -3.488 1.821  0.001
27 H 3.742 -4.039 -0.590  0.000
28 Cl -5.386 4.386 -1.155  0.009
29 C -3.901 3.666 -0.699  0.032
30 C -2.912 4.455 -0.150  -0.006
31 C -1.684 3.915 0.235  0.034
32 I -0.230 5.096 1.057  0.008
33 C -1.439 2.530 0.071  -0.014
34 O -0.393 1.939 0.473  0.077
35 C -2.458 1.740 -0.562  0.000
36 N -2.111 0.444 -0.763  0.000
37 C -3.018 -0.373 -1.280  0.008
38 C -4.305 0.064 -1.623  -0.006
39 C -4.643 1.385 -1.464  0.012
40 C -3.699 2.266 -0.916  -0.001
41 H -3.107 5.510 -0.016  -0.001
42 H -2.720 -1.403 -1.409  0.000
43 H -5.006 -0.649 -2.025  -0.001
44 H -5.624 1.744 -1.742  0.001
45 C -1.418 -0.624 2.996  0.000
46 C -0.440 0.484 3.304  0.001
47 O 0.676 0.388 2.428  0.018
48 C 1.657 1.368 2.745  0.001
49 C 2.716 1.359 1.671  0.005
50 H -2.349 -0.464 3.539  0.000
51 H -1.025 -1.601 3.278  0.000
52 H -1.661 -0.657 1.928  0.000
53 H -0.089 0.410 4.341  0.001
54 H -0.906 1.470 3.183  0.000
55 H 2.086 1.139 3.729  0.001
56 H 1.177 2.352 2.807  0.000
57 H 3.270 0.418 1.659  0.000
58 H 3.428 2.166 1.845  0.000
59 H 2.272 1.525 0.684  0.003
60 C -1.640 3.990 -3.710  0.000
61 C -0.228 3.772 -4.239  0.000
62 C 0.547 2.814 -3.390  0.000
63 N 0.053 2.234 -2.362  0.000
64 N 0.948 1.373 -1.760  -0.018
65 C 2.092 1.312 -2.378  0.000
66 N 3.120 0.523 -1.974  0.003
67 S 2.190 2.362 -3.733  -0.002
68 H -2.206 4.619 -4.395  0.000
69 H -1.623 4.477 -2.735  0.000
70 H -2.164 3.041 -3.597  0.000
71 H 0.314 4.719 -4.292  0.000
72 H -0.256 3.380 -5.259  0.000
73 H 2.878 -0.257 -1.382  0.001
74 H 3.857 0.332 -2.633  0.000

Cartesian forces (eV/Å) of the 2 atoms listed first:
Ru 0.08 2.20 -0.54
N 0.03 0.00 0.06

Its expectation value of S² is 0.95. As for the LUMO energy (alpha / beta): -4.612 / -4.479 eV. Its calculated total energy is -93465.979 eV. As for the charge: +1. As for the frontier orbital gap (alpha / beta): 5.38 / 5.54 eV. The value obtained for the HOMO energy (alpha / beta) is -10.0 / -10.0 eV. The spin multiplicity is 2.

=====

This record from the Open Molecules 2025 dataset describes a structure of composition C27H30ClNOP2Yb. The level of theory is ωB97M-V with the def2-TZVPD basis set.

Last column: natural (NBO) charge in e.
Atoms and positions in Å:
1 C 3.434 -1.096 -3.621  -0.236
2 C 3.143 -0.206 -2.586  0.043
3 C 2.131 0.800 -2.837  0.112
4 C 1.052 0.402 -3.671  0.025
5 C 1.271 -0.606 -4.621  -0.260
6 C 2.518 -1.231 -4.683  -0.173
7 C -0.297 0.949 -3.340  -0.317
8 C -0.185 2.342 -2.817  -0.055
9 C 0.959 2.636 -2.027  0.132
10 C 0.749 3.546 -0.923  0.038
11 C -0.214 4.542 -1.072  -0.235
12 C -1.149 4.444 -2.118  -0.176
13 C -1.210 3.292 -2.898  -0.229
14 H 4.344 -1.696 -3.576  0.233
15 H 0.469 -0.862 -5.315  0.224
16 H 2.767 -1.884 -5.521  0.229
17 H -0.989 0.879 -4.181  0.246
18 H -0.242 5.371 -0.357  0.232
19 H -1.866 5.248 -2.264  0.228
20 H -2.038 3.119 -3.594  0.225
21 N 2.142 1.965 -2.137  -0.370
22 Yb -1.746 -0.934 -0.919  1.077
23 C 3.552 -0.374 -1.151  -0.710
24 H 3.842 0.600 -0.728  0.260
25 H 4.360 -1.105 -1.011  0.234
26 C 1.385 3.131 0.378  -0.713
27 H 2.450 2.900 0.211  0.261
28 H 1.268 3.884 1.172  0.233
29 P 2.014 -0.908 -0.171  0.843
30 P 0.591 1.493 0.909  0.841
31 C -1.067 2.140 1.358  -0.966
32 H -1.689 1.330 1.767  0.217
33 H -0.947 2.920 2.125  0.231
34 H -1.567 2.574 0.482  0.246
35 C 1.306 1.430 2.592  -0.947
36 H 0.956 2.309 3.149  0.235
37 H 0.977 0.518 3.105  0.234
38 H 2.401 1.438 2.534  0.242
39 C 1.674 -2.524 -0.979  -0.965
40 H 2.593 -3.129 -0.950  0.236
41 H 0.884 -3.066 -0.438  0.220
42 H 1.367 -2.396 -2.024  0.245
43 C 2.894 -1.547 1.300  -0.946
44 H 2.179 -1.974 2.012  0.233
45 H 3.595 -2.326 0.971  0.232
46 H 3.446 -0.735 1.787  0.243
47 C -0.629 -1.312 1.365  0.532
48 O -0.414 -1.667 2.444  -0.434
49 H -0.818 0.210 -2.404  0.073
50 Cl -1.891 -2.570 -2.972  0.088
51 C -3.257 -2.331 -1.863  -0.200
52 C -3.291 -3.163 -0.750  -0.208
53 C -3.900 -2.728 0.435  -0.284
54 C -4.398 -1.429 0.517  -0.162
55 C -4.357 -0.568 -0.571  -0.286
56 C -3.803 -0.991 -1.833  -0.125
57 C -3.345 -0.019 -2.748  -0.688
58 H -2.846 -4.156 -0.825  0.258
59 H -3.973 -3.410 1.280  0.250
60 H -4.842 -1.076 1.451  0.246
61 H -4.788 0.438 -0.515  0.253
62 H -3.639 1.020 -2.588  0.226
63 H -3.168 -0.320 -3.777  0.233

Cartesian forces (eV/Å) of the 2 atoms listed first:
C -0.50 0.19 0.18
C -0.17 0.55 -0.50

Its expectation value of S² is 0.83. As for the LUMO energy (alpha / beta): -3.516 / -4.457 eV. Its calculated total energy is -94642.966 eV. As for the charge: +1. As for the frontier orbital gap (alpha / beta): 6.41 / 5.72 eV. The value obtained for the HOMO energy (alpha / beta) is -9.9 / -10.2 eV. The spin multiplicity is 2.